C8H23BF4N5O4Zn | ωB97M-V with the def2-TZVPD basis set

Gap between HOMO and LUMO (eV): 3.0
Total energy (eV): -84265.95692
Energy relative to the best compared isomer or geometry (same formula, charge and spin) (eV): 11.4039

ORCA input file:
```
! RIJCOSX wB97M-V def2-TZVPD def2/J DEFGRID3
* xyz 1 1
Zn -4.5053 -26.4080 18.2533
B -0.0720 -24.3576 16.5859
F 0.1986 -24.1555 17.9311
F 0.9916 -25.0317 16.0313
F -1.2488 -25.0138 16.3984
F -0.3267 -23.2100 15.9409
C -0.5129 -30.0910 20.0900
O -1.3835 -29.2258 19.9040
N -0.6054 -31.0468 21.0273
N 0.5798 -30.1348 19.3859
H 0.2510 -31.5526 21.2029
H -1.3280 -30.9678 21.7286
H 0.7263 -29.3465 18.7717
H 1.2165 -30.9160 19.4534
C -3.8233 -22.0485 21.6886
O -3.8133 -23.0411 20.9737
N -3.0635 -21.0128 21.6182
N -4.4613 -21.7995 22.8133
H -2.9690 -20.4555 22.4552
H -2.3936 -21.0209 20.8624
H -4.1180 -21.0585 23.4075
H -5.3723 -22.1931 23.0009
C -4.9835 -28.5533 15.1610
O -5.5538 -28.2418 16.3737
C -6.6449 -29.1445 16.7207
C -7.1469 -28.9775 18.2122
N -7.0356 -27.5445 18.6304
C -8.3163 -26.8921 18.1709
C -7.9019 -25.3929 17.7058
O -6.7759 -25.4929 16.8273
C -6.5987 -24.4283 15.9178
H -4.8825 -29.6318 15.0400
H -4.0032 -28.1095 14.9870
H -5.6499 -28.2759 14.3442
H -6.4578 -30.1917 16.4832
H -7.4753 -28.9606 16.0390
H -6.4053 -29.4988 18.8174
H -8.1377 -29.3684 18.4438
H -7.2245 -27.5968 19.6212
H -9.0012 -26.9038 19.0188
H -8.9357 -27.3882 17.4237
H -7.6445 -24.7894 18.5761
H -8.8137 -25.0320 17.2299
H -5.6502 -24.5412 15.3928
H -6.7776 -23.4538 16.3720
H -7.3089 -24.5982 15.1086
*
```

Mulliken population analysis, charges in e, atoms 1 to 2:
1 Zn 1.2812
2 B 0.5539